Entry 1:
The following is a quantum chemistry calculation of C28H26BF3MoN9OS3 as an isolated structure, from the Open Molecules 2025 dataset.

Properties
Charge: -1
Expectation value of S²: 2.034
Spin multiplicity: 3
Relative energy (zero: lowest compared OMol25 entry of this formula, charge and spin) (eV): 0.000
LUMO level (alpha / beta) (eV): 2.0 / 1.8
F_max (eV/A): 0.106
M (u): 764.525
HOMO level (alpha / beta) (Ha): -0.18360 / -0.20306

Structure (XYZ):
```
72
Properties=species:S:1:pos:R:3:forces:R:3
Mo 0.1378 -0.4624 -0.5200 -0.07 0.01 0.08
C -0.3958 2.3129 1.8275 0.00 0.00 0.00
C -0.1947 0.9598 2.4133 -0.01 0.01 0.00
C -0.1862 0.6073 3.7678 0.00 -0.01 0.00
C 0.0394 -0.7539 3.8001 0.00 0.01 0.00
C 0.1488 -1.6650 4.9771 0.00 0.00 0.00
N 0.1573 -1.1766 2.5301 0.00 0.00 0.00
N 0.0151 -0.1297 1.6773 0.01 -0.01 -0.02
B 0.3878 -2.5964 1.9941 -0.01 0.00 0.01
N 1.6697 -2.6501 1.1512 -0.01 0.00 -0.01
N 1.7454 -1.9752 -0.0289 0.02 -0.01 -0.01
C 2.8828 -2.3414 -0.6248 0.01 0.00 0.01
C 3.3421 -1.8626 -1.9583 -0.01 0.00 0.00
C 3.5490 -3.2639 0.1929 0.00 0.00 0.00
C 2.7481 -3.4367 1.3006 0.00 0.01 0.01
C 2.9583 -4.3112 2.4912 0.00 0.00 0.00
N -0.7836 -3.0063 1.0796 0.00 0.00 0.00
N -1.0147 -2.3561 -0.0914 0.01 -0.01 0.01
C -2.0300 -2.9723 -0.6958 0.00 0.00 0.00
C -2.6064 -2.5734 -2.0116 -0.01 0.00 0.00
C -2.4551 -4.0433 0.1007 0.00 0.01 -0.01
C -1.6412 -4.0308 1.2139 0.00 -0.01 0.01
C -1.6410 -4.9461 2.3927 0.00 0.00 0.00
H -0.6650 3.0158 2.6150 0.00 0.00 0.00
H 0.5169 2.6640 1.3438 0.00 0.00 0.00
H -1.1830 2.2961 1.0747 0.00 0.00 0.00
H -0.3251 1.2648 4.6094 0.00 0.00 0.00
H 0.0217 -1.0885 5.8918 0.00 0.00 0.00
H -0.6138 -2.4445 4.9532 0.00 0.00 0.00
H 1.1217 -2.1566 5.0138 0.00 0.00 0.00
H 0.4696 -3.3595 2.9096 0.00 0.00 0.00
H 2.8739 -0.9267 -2.2396 0.00 0.00 0.00
H 4.4240 -1.7272 -1.9410 0.00 0.00 0.00
H 3.0931 -2.5912 -2.7296 0.00 0.00 -0.01
H 4.4974 -3.7342 -0.0055 0.00 0.00 0.00
H 3.9308 -4.7946 2.4162 0.00 0.00 0.00
H 2.9294 -3.7376 3.4181 0.00 0.00 0.00
H 2.1936 -5.0865 2.5582 0.00 0.00 0.00
H -2.2255 -3.2201 -2.8045 0.00 0.00 0.00
H -3.6914 -2.6831 -1.9793 0.00 0.00 0.00
H -2.3646 -1.5457 -2.2585 0.00 0.00 0.00
H -3.2551 -4.7320 -0.1141 0.00 0.00 0.00
H -2.4449 -5.6723 2.2847 0.00 0.00 0.00
H -0.6979 -5.4870 2.4794 0.00 0.00 0.00
H -1.7940 -4.3988 3.3235 0.00 0.00 0.00
S 2.2378 0.8723 -0.3192 0.01 -0.01 0.00
C 1.5565 2.1793 -1.2011 0.01 0.00 0.00
S -0.0704 1.7837 -1.5688 -0.01 0.01 -0.01
C 2.1966 3.3564 -1.5138 -0.01 0.01 0.00
C 1.5197 4.3879 -2.2259 0.01 -0.01 -0.02
N 0.9687 5.2204 -2.8020 0.00 0.01 0.01
C 3.5475 3.5806 -1.1225 0.00 0.00 0.00
N 4.6396 3.7624 -0.8015 0.00 0.00 0.00
F -8.8912 2.6652 -1.6273 -0.01 0.00 0.00
C -8.5050 2.1906 -0.4247 0.00 0.00 0.00
F -8.7065 3.1980 0.4548 0.00 0.00 0.00
F -9.3721 1.2156 -0.0927 0.00 0.00 0.00
C -7.0837 1.7235 -0.4341 0.00 -0.01 0.00
C -6.7286 0.5070 0.1302 0.00 0.00 0.00
C -5.4024 0.1093 0.1297 0.00 0.01 0.00
C -4.4131 0.9209 -0.4328 -0.01 -0.02 0.02
C -4.7886 2.1468 -0.9961 0.01 0.00 -0.01
C -6.1113 2.5434 -0.9967 -0.01 0.01 0.00
C -3.0463 0.5070 -0.4419 -0.01 -0.01 0.04
C -1.8854 0.1519 -0.4716 0.04 0.03 -0.07
H -7.4868 -0.1294 0.5655 0.00 0.00 0.00
H -5.1141 -0.8381 0.5659 0.00 0.00 0.00
H -4.0247 2.7755 -1.4337 0.00 0.00 0.00
H -6.3936 3.4905 -1.4385 0.00 0.00 0.00
O 1.4153 -1.9979 -4.5244 0.01 0.00 0.00
S 0.1783 -1.6334 -3.8318 -0.04 0.02 -0.03
N 0.2026 -1.1128 -2.4611 0.07 -0.06 -0.02
```
Positions in Å, forces in eV/Å.

Let us look at the Löwdin charges, expressed in e, one per atom:
1. Mo 1.16
2. C -0.04
3. C -0.32
4. C 0.02
5. C -0.27
6. C -0.02
7. N 0.04
8. N -0.04
9. B -0.51
10. N 0.03
11. N -0.05
12. C -0.34
13. C -0.07
14. C 0.02
15. C -0.27
16. C -0.02
17. N 0.04
18. N -0.01
19. C -0.32
20. C -0.06
21. C 0.02
22. C -0.27
23. C -0.02
24. H 0.08
25. H 0.06
26. H 0.05
27. H 0.11
28. H 0.08
29. H 0.07
30. H 0.08
31. H 0.11
32. H 0.02
33. H 0.09
34. H 0.07
35. H 0.11
36. H 0.08
37. H 0.08
38. H 0.08
39. H 0.07
40. H 0.08
41. H 0.03
42. H 0.11
43. H 0.08
44. H 0.08
45. H 0.08
46. S 0.65
47. C -1.09
48. S 0.65
49. C -0.38
50. C -0.26
51. N 0.13
52. C -0.26
53. N 0.13
54. F 0.13
55. C -0.58
56. F 0.13
57. F 0.12
58. C -0.14
59. C -0.02
60. C -0.02
61. C -0.24
62. C -0.01
63. C -0.01
64. C -0.11
65. C -0.26
66. H 0.11
67. H 0.12
68. H 0.12
69. H 0.12
70. O -0.56
71. S 0.72
72. N -0.56

Entry 2:
The following is a quantum chemistry calculation of H12LiO6 as an isolated structure at a distorted geometry, from the Open Molecules 2025 dataset.

Properties
Charge: +1
Relative energy (zero: lowest compared OMol25 entry of this formula, charge and spin) (eV): 1.546
LUMO level (eV): -3.4
F_max (eV/A): 4.507
M (u): 115.031
HOMO level (Ha): -0.55574

Structure (XYZ):
```
19
Properties=species:S:1:pos:R:3:forces:R:3
Li -0.2133 0.0815 -0.0844 1.41 -0.38 -0.39
O -1.6293 0.8235 0.8416 -0.11 -0.27 -2.86
H -2.3583 0.2395 0.6366 -0.62 0.04 0.65
H -1.5673 1.0805 1.7216 -0.55 0.27 2.45
O 0.8367 0.4075 1.8476 1.86 0.46 0.50
H 1.8657 0.4215 1.9766 -3.21 0.50 0.04
H 0.3927 1.1575 2.3176 1.60 -0.79 -0.37
O 1.7877 -0.7955 -0.7904 -0.92 -0.97 1.73
H 2.4477 -0.7665 -0.0694 -0.13 0.37 -1.46
H 1.9277 -0.3115 -1.5914 1.03 0.69 -0.21
O 0.0617 2.2095 -0.6774 -3.04 0.29 1.39
H 0.4057 2.7845 -1.3874 -0.94 -0.08 0.63
H -0.9293 2.4475 -0.2974 3.98 -0.32 -2.09
O -0.2933 -2.1125 0.9776 -1.55 1.74 2.80
H -0.9303 -2.1615 1.7696 1.65 0.50 -1.40
H -0.5363 -2.9105 0.5796 -0.20 -2.12 -1.53
O -0.3583 -0.6025 -2.2424 -0.86 -0.92 -1.95
H 0.0117 -1.4805 -2.4704 0.15 0.45 0.79
H -0.9223 -0.5115 -3.0584 0.47 0.54 1.29
```
Positions in Å, forces in eV/Å.

Let us look at the Löwdin charges, expressed in e, one per atom:
1. Li 0.71
2. O -0.06
3. H 0.09
4. H 0.04
5. O -0.14
6. H 0.13
7. H 0.07
8. O -0.08
9. H 0.07
10. H 0.04
11. O -0.17
12. H 0.06
13. H 0.13
14. O -0.07
15. H 0.11
16. H 0.02
17. O -0.11
18. H 0.07
19. H 0.09

Entry 3:
The following is a quantum chemistry calculation of one molecule with the formula C5H6O at a distorted geometry, from the Open Molecules 2025 dataset.

Properties
Charge: 0
Relative energy (zero: lowest compared OMol25 entry of this formula, charge and spin) (eV): 6.043
LUMO level (alpha / beta) (eV): -0.5 / -0.5
F_max (eV/A): 1.213
M (u): 82.102
HOMO level (alpha / beta) (Ha): -0.29586 / -0.29581

Structure (XYZ):
```
12
Properties=species:S:1:pos:R:3:forces:R:3
C 1.9169 -0.0335 -1.7231 0.13 -0.39 0.02
C 0.8390 0.3287 -0.9639 -0.19 0.07 -0.33
C -0.4090 0.1093 -0.4981 0.20 -0.09 -0.17
C -0.8017 -0.5969 0.7033 0.33 0.04 -0.29
C -1.5419 0.1675 1.7428 0.04 0.23 0.20
O -2.2141 -0.7464 0.9311 -0.08 -0.08 -0.04
H 1.9345 -0.9043 -2.3642 0.17 -0.32 0.27
H 0.9463 1.3492 -1.4136 -0.36 0.72 0.91
H 2.7291 0.6858 -1.8282 -0.32 -0.17 -0.24
H -0.2317 -1.4604 1.0596 0.02 0.14 -0.08
H -1.7629 1.2195 1.5669 0.02 -0.17 -0.03
H -1.4044 -0.1185 2.7875 0.05 0.02 -0.23
```
Positions in Å, forces in eV/Å.

Let us look at the Löwdin charges, expressed in e, one per atom:
1. C 0.01
2. C -0.26
3. C 0.10
4. C -0.31
5. C -0.13
6. O -0.04
7. H 0.06
8. H 0.14
9. H 0.06
10. H 0.15
11. H 0.11
12. H 0.12

Entry 4:
The following is a quantum chemistry calculation of C9H16MnN3Se as an isolated structure at a distorted geometry, from the Open Molecules 2025 dataset.

Properties
Charge: +1
Expectation value of S²: 3.936
Spin multiplicity: 4
Relative energy (zero: lowest compared OMol25 entry of this formula, charge and spin) (eV): 0.467
LUMO level (alpha / beta) (eV): -3.4 / -3.3
F_max (eV/A): 2.594
M (u): 300.146
HOMO level (alpha / beta) (Ha): -0.43603 / -0.42957

Structure (XYZ):
```
30
Properties=species:S:1:pos:R:3:forces:R:3
C 0.7534 -2.0381 -2.0478 -0.88 -0.84 0.01
Mn 1.5362 -0.3061 -2.3894 0.83 -1.35 -1.09
N 2.7721 1.2314 -2.9587 0.64 1.29 -0.28
H 2.0911 -1.1325 -3.6428 0.28 0.29 0.88
H 2.1080 1.8440 -3.4395 0.24 0.04 0.04
H 2.6319 -1.4413 -2.5567 0.14 0.75 -0.56
H 1.1477 -2.7685 -2.7739 -0.59 -0.03 0.72
H -0.3390 -1.9355 -2.1301 0.29 -0.26 -0.01
H 1.0243 -2.3037 -1.0157 0.03 -0.15 -0.13
H 3.1369 1.7983 -2.1877 -0.02 -0.10 -0.22
H 3.5582 1.0996 -3.6031 -0.29 -0.21 0.29
C -2.6978 -0.3166 -0.4254 -0.13 -0.02 0.17
N -1.5168 0.2250 0.1690 1.13 0.26 0.55
C -0.4805 0.7636 -0.5209 -0.29 -0.06 2.58
Se -0.5141 1.0324 -2.3553 0.04 0.72 0.02
N 0.4559 1.0906 0.4449 -0.56 -0.15 0.34
C -0.0432 0.7827 1.7447 0.68 0.09 0.42
C 0.4814 0.9295 3.0469 0.20 0.07 -0.09
C -0.2575 0.4848 4.1597 -0.06 0.05 -0.67
C -1.5159 -0.1111 3.9590 -0.31 -0.08 -1.03
C -2.0366 -0.2604 2.6524 0.14 0.14 -0.12
C -1.2757 0.2093 1.5625 -0.27 -0.11 0.00
H -2.7339 -1.3733 -0.1250 -0.31 0.21 -0.52
H -2.5395 -0.1382 -1.4985 -0.87 -0.48 0.34
H -3.5343 0.2371 0.0201 -0.13 -0.29 -0.57
H 1.3157 1.6002 0.3064 -0.26 0.02 -0.28
H 1.4592 1.3912 3.1473 -0.10 -0.07 0.25
H 0.0805 0.5683 5.2097 0.13 0.14 -0.99
H -2.0695 -0.4478 4.8436 0.09 0.07 -0.61
H -2.9981 -0.7149 2.4044 0.21 0.08 0.56
```
Positions in Å, forces in eV/Å.

Let us look at the Löwdin charges, expressed in e, one per atom:
1. C -0.29
2. Mn 0.26
3. N -0.03
4. H 0.09
5. H 0.04
6. H 0.06
7. H 0.01
8. H 0.00
9. H 0.03
10. H 0.08
11. H 0.09
12. C -0.02
13. N -0.09
14. C -0.65
15. Se 0.82
16. N 0.13
17. C -0.16
18. C 0.01
19. C -0.06
20. C -0.05
21. C 0.02
22. C -0.15
23. H 0.12
24. H 0.03
25. H 0.12
26. H 0.15
27. H 0.11
28. H 0.12
29. H 0.12
30. H 0.12

Entry 5:
The following is a quantum chemistry calculation of C42H42Cl5N4O8PS2SiTi as an isolated structure, from the Open Molecules 2025 dataset.

Properties
Charge: -2
Expectation value of S²: 2.027
Spin multiplicity: 3
Relative energy (zero: lowest compared OMol25 entry of this formula, charge and spin) (eV): 0.170
LUMO level (alpha / beta) (eV): 3.4 / 3.4
F_max (eV/A): 0.860
M (u): 1079.144
HOMO level (alpha / beta) (Ha): -0.01788 / -0.09142

Structure (XYZ):
```
106
Properties=species:S:1:pos:R:3:forces:R:3
Ti -0.2307 -0.3980 -0.2218 -0.23 0.34 -0.76
O 0.5628 -5.2348 5.0096 -0.01 -0.05 0.00
C -0.1249 -3.9832 5.0854 -0.01 0.04 0.00
C -0.2997 -3.4106 3.7108 -0.01 -0.02 0.05
C -1.3949 -2.6170 3.4369 0.04 0.05 -0.03
C -1.4493 -1.9457 2.2245 -0.02 0.01 0.07
N -0.4937 -2.0510 1.3067 0.05 0.15 -0.07
C 0.5439 -2.8755 1.5411 -0.08 -0.06 0.15
C 0.6760 -3.5681 2.7285 -0.06 0.04 -0.09
C 1.5396 -2.9341 0.4513 0.12 0.06 -0.18
C 2.5779 -3.8573 0.4076 -0.02 0.09 0.04
C 3.4560 -3.8436 -0.6626 0.03 0.02 -0.11
C 4.6641 -4.7385 -0.6891 -0.02 -0.01 -0.01
O 5.7634 -4.1483 -0.0038 0.03 0.01 -0.02
C 3.2434 -2.9271 -1.6862 -0.05 -0.03 0.06
C 2.1859 -2.0427 -1.5804 0.09 0.00 0.06
N 1.3727 -2.0328 -0.5296 -0.13 -0.12 0.13
H 0.6298 -5.5811 5.9033 0.03 0.03 -0.02
H 0.4566 -3.2628 5.6734 -0.04 -0.01 0.01
H -1.1012 -4.0892 5.5639 0.01 0.00 -0.02
H -2.1610 -2.4242 4.1795 0.01 -0.02 0.04
H -2.2484 -1.2539 1.9963 0.02 -0.03 0.01
H 1.5425 -4.1799 2.9292 0.02 -0.02 -0.01
H 2.7104 -4.5732 1.2066 -0.01 0.00 0.01
H 4.9370 -4.9595 -1.7283 0.01 0.02 0.03
H 4.4567 -5.6825 -0.1820 -0.01 0.01 -0.03
H 5.6898 -3.1900 -0.0827 -0.02 0.00 0.04
H 3.8965 -2.8937 -2.5488 0.02 0.00 -0.01
H 1.9738 -1.3070 -2.3466 -0.01 -0.01 -0.02
O -3.6214 1.6337 0.5018 0.02 0.01 -0.07
C -2.5055 1.3250 0.1216 -0.10 0.03 0.05
O -1.9481 0.1430 0.3818 -0.02 0.03 0.31
C -1.6188 2.1863 -0.6659 -0.04 0.05 -0.11
C -2.0058 3.4361 -1.1324 -0.01 -0.05 0.02
C -1.1529 4.1761 -1.9137 -0.01 0.03 -0.01
C 0.1427 3.6482 -2.2253 0.00 -0.04 0.01
C 1.0783 4.3317 -3.0076 0.01 0.00 0.00
C 2.3417 3.8130 -3.2538 -0.01 0.01 0.01
C 2.6842 2.5772 -2.7172 0.03 0.00 0.00
C 1.7661 1.8573 -1.9731 -0.01 0.00 0.01
C 0.4880 2.3688 -1.6987 0.08 0.06 0.00
N -0.3881 1.6474 -0.9410 0.02 -0.33 0.25
H -2.9941 3.7840 -0.8626 -0.01 0.00 0.00
H -1.4323 5.1521 -2.2923 -0.01 0.00 0.00
H 0.8009 5.3010 -3.4094 -0.01 0.01 0.00
H 3.0547 4.3698 -3.8498 0.01 0.01 -0.01
H 3.6770 2.1700 -2.8624 0.01 0.00 0.00
H 2.0525 0.9024 -1.5467 0.00 0.01 -0.02
Cl 2.0027 2.5585 1.7894 -0.02 0.03 0.05
Si 1.7993 0.5105 1.3941 0.11 -0.16 -0.17
Cl 3.7520 0.0951 0.4973 0.03 0.00 0.01
Cl 2.1748 -0.3899 3.2748 -0.03 0.03 0.02
C -4.4995 2.7493 3.7990 -0.01 -0.03 0.02
C -4.6086 1.4574 4.5832 -0.01 0.04 -0.05
C -6.0145 1.1536 5.0635 0.01 -0.01 -0.01
O -3.7624 1.5542 5.7448 0.00 -0.07 0.03
P -2.5082 0.5119 5.8401 -0.04 -0.02 -0.03
S -3.1751 -1.2882 6.3498 0.03 0.02 -0.03
S -1.4075 0.7102 4.2242 0.06 -0.10 0.17
O -1.8166 1.1007 7.1788 0.00 -0.01 -0.04
C -1.5434 2.4696 7.4988 0.03 0.04 0.04
C -1.1436 3.3467 6.3249 0.01 0.02 0.02
C -2.7224 3.0491 8.2682 0.01 -0.01 0.00
H -5.0963 2.6916 2.8880 0.00 0.01 -0.02
H -3.4626 2.9092 3.5069 0.01 0.00 -0.02
H -4.8420 3.5913 4.4082 0.00 0.01 0.01
H -4.2512 0.6406 3.9500 -0.02 0.00 0.02
H -6.3865 1.9731 5.6840 0.00 0.01 0.02
H -6.0098 0.2377 5.6542 0.00 -0.01 0.00
H -6.6853 1.0283 4.2112 -0.02 0.01 -0.02
H -0.6866 2.4011 8.1783 -0.02 0.01 -0.01
H -1.9642 3.4601 5.6182 -0.01 0.00 -0.01
H -0.2963 2.9291 5.7860 0.00 -0.01 -0.01
H -0.8747 4.3331 6.7133 0.01 0.02 0.00
H -3.5852 3.1464 7.6112 -0.01 0.00 -0.01
H -2.4605 4.0325 8.6675 0.00 0.01 0.00
H -2.9898 2.3910 9.0956 0.00 -0.01 0.01
Cl 0.5959 0.3822 -7.7536 -0.01 0.03 -0.04
C 1.9759 0.8880 -6.8191 0.00 0.00 0.00
C 2.5070 2.1293 -7.1338 -0.02 -0.04 0.00
C 3.6627 2.5816 -6.5296 0.03 0.01 0.00
C 4.2894 1.7738 -5.5959 0.00 -0.01 0.00
C 3.7345 0.5580 -5.2635 -0.02 0.03 -0.03
Cl 4.5264 -0.3921 -4.0375 0.03 -0.04 0.03
C 2.5489 0.0602 -5.8395 -0.02 0.04 0.05
N 2.0765 -1.1613 -5.4270 0.08 -0.04 -0.14
C 0.8170 -1.7704 -5.6867 -0.08 0.04 0.09
C 0.8032 -2.9492 -6.4251 0.00 -0.01 0.01
C -0.3878 -3.6025 -6.6839 0.02 -0.02 -0.01
C -1.5756 -3.0619 -6.2107 -0.03 -0.01 -0.01
C -1.5580 -1.8967 -5.4648 0.01 -0.01 0.00
C -0.3653 -1.2365 -5.1711 0.06 -0.06 -0.02
C -0.4009 -0.0020 -4.3072 -0.04 0.05 0.06
C -1.1919 -0.3260 -3.0310 0.24 -0.08 -0.08
O -2.3782 -0.0902 -2.9558 -0.08 0.01 0.01
O -0.4641 -0.9435 -2.1383 0.11 -0.02 0.26
H 1.9974 2.7269 -7.8767 0.00 0.00 -0.01
H 4.0657 3.5541 -6.7733 0.01 0.01 0.00
H 5.1905 2.0927 -5.0906 0.00 0.00 0.00
H 2.7442 -1.7250 -4.9278 -0.03 0.04 0.03
H 1.7411 -3.3319 -6.8092 0.01 -0.01 -0.01
H -0.3903 -4.5206 -7.2579 0.00 -0.01 -0.01
H -2.5172 -3.5580 -6.4103 -0.01 0.00 0.00
H -2.4765 -1.4887 -5.0609 -0.01 0.00 0.00
H -0.9023 0.8113 -4.8351 -0.02 -0.01 0.02
H 0.6011 0.3269 -4.0332 -0.02 -0.01 -0.01
```
Positions in Å, forces in eV/Å.

These are the Löwdin partial charges, in e, on atoms 1 to 99:
1. Ti 0.88
2. O -0.07
3. C -0.19
4. C -0.17
5. C -0.02
6. C -0.12
7. N 0.03
8. C -0.24
9. C 0.03
10. C -0.19
11. C 0.06
12. C -0.19
13. C -0.22
14. O -0.05
15. C -0.02
16. C -0.14
17. N 0.02
18. H 0.08
19. H 0.14
20. H 0.12
21. H 0.03
22. H 0.10
23. H 0.11
24. H 0.12
25. H 0.11
26. H 0.12
27. H 0.09
28. H 0.09
29. H 0.09
30. O 0.05
31. C -0.54
32. O -0.19
33. C -0.21
34. C -0.02
35. C -0.05
36. C -0.17
37. C -0.06
38. C -0.12
39. C -0.11
40. C -0.07
41. C -0.23
42. N 0.01
43. H 0.11
44. H 0.09
45. H 0.10
46. H 0.08
47. H 0.07
48. H 0.04
49. Cl 0.14
50. Si -0.49
51. Cl 0.09
52. Cl 0.14
53. C -0.06
54. C -0.52
55. C -0.06
56. O -0.36
57. P -0.19
58. S 0.13
59. S 0.29
60. O -0.34
61. C -0.47
62. C -0.09
63. C -0.06
64. H 0.08
65. H 0.06
66. H 0.08
67. H 0.10
68. H 0.07
69. H 0.06
70. H 0.08
71. H 0.13
72. H 0.06
73. H 0.06
74. H 0.07
75. H 0.07
76. H 0.07
77. H 0.08
78. Cl 0.74
79. C -0.55
80. C -0.12
81. C -0.10
82. C -0.14
83. C -0.58
84. Cl 0.74
85. C -0.28
86. N 0.07
87. C -0.26
88. C -0.05
89. C -0.10
90. C -0.08
91. C -0.02
92. C -0.18
93. C -0.04
94. C -0.61
95. O 0.08
96. O -0.16
97. H 0.10
98. H 0.10
99. H 0.11